{
  "formula": "C28H44Cl3CoN4O3SeSi",
  "method": "ωB97M-V/def2-TZVPD",
  "symbols": ["C", "C", "H", "H", "H", "C", "C", "H", "H", "H", "H", "Co", "Cl", "Cl", "C", "O", "N", "C", "C", "H", "H", "H", "H", "H", "H", "H", "H", "H", "C", "C", "N", "H", "C", "O", "H", "H", "H", "H", "O", "C", "C", "C", "H", "C", "H", "C", "H", "C", "C", "H", "H", "H", "Si", "Cl", "C", "C", "C", "H", "H", "H", "H", "H", "H", "H", "H", "H", "C", "N", "C", "Se", "N", "C", "C", "C", "C", "C", "C", "H", "H", "H", "H", "H", "H", "H", "H"],
  "xyz": [[-1.20, 1.30, -4.90], [-0.39, 0.23, -4.20], [-1.04, 1.22, -5.99], [-0.93, 2.31, -4.58], [-2.25, 1.12, -4.64], [0.37, -0.73, -4.90], [0.85, -0.54, -6.27], [0.63, -1.64, -4.37], [1.25, 0.47, -6.45], [0.06, -0.73, -7.00], [1.67, -1.25, -6.45], [-1.70, 2.15, 1.07], [-2.50, 0.10, 1.17], [0.41, 1.76, 0.40], [0.19, -1.95, 1.44], [0.98, -1.01, 1.55], [0.47, -3.21, 1.85], [1.85, -3.55, 2.16], [-0.51, -4.29, 1.82], [-0.82, -1.83, 0.98], [2.42, -2.62, 2.24], [2.28, -4.19, 1.37], [1.89, -4.10, 3.11], [-1.51, -3.86, 1.70], [-0.46, -4.86, 2.75], [-0.32, -4.98, 0.98], [2.51, 1.81, -2.52], [3.01, -0.69, -3.47], [3.43, 1.59, -1.96], [3.79, -0.73, -2.69], [3.44, 0.18, -1.60], [3.46, 2.18, -1.04], [3.60, -0.21, -0.29], [3.72, 0.54, 0.67], [3.86, -1.76, -2.31], [3.62, -1.32, -0.19], [4.29, 1.81, -2.61], [4.74, -0.44, -3.15], [0.20, 0.72, -2.98], [-0.85, -0.22, -2.74], [0.83, -1.73, -1.67], [-0.47, -1.52, -2.17], [1.46, -0.86, -1.47], [1.33, -3.01, -1.47], [-1.82, 0.20, -2.42], [-1.36, -2.64, -2.14], [2.39, -3.16, -1.23], [0.49, -4.12, -1.61], [-0.86, -3.92, -1.90], [-2.42, -2.50, -2.37], [0.89, -5.13, -1.48], [-1.52, -4.79, -1.95], [-2.08, 4.60, -0.84], [-2.39, 2.35, -1.04], [-0.35, 5.19, -0.63], [-3.18, 4.83, 0.70], [-2.92, 5.40, -2.31], [0.37, 4.36, -0.65], [-0.24, 5.72, 0.33], [-0.12, 5.90, -1.43], [-2.17, 5.61, -3.09], [-3.39, 6.35, -2.01], [-3.69, 4.74, -2.73], [-2.97, 4.13, 1.54], [-4.24, 4.69, 0.42], [-3.07, 5.85, 1.10], [-2.90, 0.83, 4.23], [-1.48, 0.58, 4.29], [-0.52, 1.34, 3.68], [-0.87, 3.04, 3.00], [0.65, 0.66, 3.83], [0.46, -0.47, 4.62], [1.37, -1.22, 5.37], [0.85, -2.02, 6.40], [-0.52, -2.05, 6.68], [-1.43, -1.31, 5.92], [-0.90, -0.52, 4.91], [-3.38, 0.27, 5.04], [-3.30, 0.47, 3.26], [-3.08, 1.91, 4.31], [1.49, 0.83, 3.27], [2.43, -1.14, 5.14], [1.52, -2.61, 7.02], [-0.88, -2.66, 7.51], [-2.50, -1.28, 6.10]],
  "mulliken_charge": [-1.482, 1.675, 0.481, 0.242, 0.264, -0.732, -1.797, 0.564, 0.360, 0.436, 0.389, -0.048, -0.803, -0.291, 0.130, -0.508, 0.546, -1.025, -0.991, 0.103, 0.197, 0.266, 0.377, 0.294, 0.331, 0.276, 0.123, 0.188, -0.973, -0.820, 0.302, 0.326, 0.438, -0.552, 0.290, 0.097, 0.327, 0.354, -0.213, -0.921, 1.287, -0.204, -0.025, -0.202, 0.462, -0.737, 0.215, -0.894, -0.496, 0.451, 0.380, 0.346, 0.670, -0.144, -0.912, -0.881, -1.100, 0.212, 0.328, 0.372, 0.293, 0.333, 0.270, 0.103, 0.250, 0.326, -0.907, 0.414, -0.433, -0.368, 0.292, 0.392, -0.764, -0.543, -0.673, -1.016, 1.005, 0.291, 0.277, 0.289, 0.379, 0.418, 0.355, 0.362, 0.308],
  "homo_energy_ev": [-2.866, -2.668],
  "total_energy_ev": -190273.299,
  "max_force_ev_per_a": 3.0,
  "orbital_gap_ev": [5.5, 5.2],
  "charge": -1,
  "lumo_ev": [2.59, 2.50],
  "spin_multiplicity": 4
}